Molecular formula: C26H26IO3P2Se4TeTi
Method: DFT, ωB97M-V with the def2-TZVPD basis set

max |F|	1.523	eV/A
2S+1	2
ΔE to the lowest compared entry with this formula, charge and spin	2.4	kJ/mol

Last column: Löwdin charge in e.
CARTESIAN COORDINATES (ANGSTROEM)
1 Ti 0.135 -0.126 0.007  -0.24
2 I 2.646 1.642 0.648  1.13
3 C 3.449 0.634 2.273  -0.59
4 C 4.775 0.382 2.102  -0.18
5 C 5.560 -0.121 3.162  -0.07
6 C 4.988 -0.278 4.380  -0.03
7 C 3.608 -0.014 4.584  -0.15
8 C 3.094 -0.116 5.899  -0.03
9 C 1.792 0.158 6.156  -0.05
10 C 0.930 0.432 5.078  -0.08
11 C 1.348 0.493 3.775  -0.26
12 P -0.088 0.472 2.577  1.04
13 C -0.976 -1.006 3.214  -0.38
14 C -2.365 -1.067 3.259  -0.15
15 C -3.014 -2.251 3.589  -0.07
16 C -2.283 -3.397 3.857  -0.08
17 C -0.895 -3.352 3.795  -0.08
18 C -0.247 -2.167 3.480  -0.10
19 C -1.033 1.931 3.144  -0.34
20 C -1.986 1.915 4.159  -0.10
21 C -2.625 3.086 4.550  -0.07
22 C -2.310 4.291 3.939  -0.08
23 C -1.348 4.321 2.939  -0.07
24 C -0.718 3.149 2.544  -0.12
25 C 2.758 0.375 3.502  -0.17
26 H 5.239 0.598 1.148  0.08
27 H 6.611 -0.324 3.005  0.11
28 H 5.579 -0.598 5.232  0.12
29 H 3.774 -0.394 6.698  0.12
30 H 1.400 0.116 7.164  0.11
31 H -0.127 0.539 5.296  0.10
32 H -2.954 -0.198 3.008  0.08
33 H -4.097 -2.277 3.619  0.11
34 H -2.789 -4.322 4.105  0.10
35 H -0.314 -4.244 3.994  0.10
36 H 0.834 -2.152 3.426  0.11
37 H -2.236 0.991 4.662  0.09
38 H -3.368 3.052 5.337  0.10
39 H -2.813 5.202 4.241  0.10
40 H -1.093 5.256 2.453  0.11
41 H 0.018 3.185 1.754  0.03
42 Se -1.634 -1.937 -0.297  0.10
43 Se -3.174 -0.200 -0.055  -0.01
44 Se -2.522 1.225 -1.777  -0.01
45 Se -0.543 2.121 -0.889  -0.07
46 C 5.617 -1.777 -0.987  -0.07
47 C 4.489 -2.775 -0.945  -0.28
48 O 3.505 -2.326 0.023  -0.26
49 P 1.998 -2.080 -0.414  0.06
50 O 1.391 -1.365 0.818  -0.58
51 Te 1.609 -0.878 -2.383  0.64
52 O 1.336 -3.505 -0.551  -0.30
53 C 1.247 -4.375 0.617  -0.25
54 C 1.850 -5.713 0.270  -0.06
55 H 6.375 -2.101 -1.704  0.08
56 H 6.083 -1.685 -0.005  0.07
57 H 5.243 -0.799 -1.295  0.08
58 H 4.821 -3.757 -0.617  0.12
59 H 4.027 -2.881 -1.926  0.09
60 H 0.189 -4.450 0.857  0.11
61 H 1.750 -3.917 1.467  0.11
62 H 1.333 -6.160 -0.579  0.08
63 H 1.766 -6.390 1.122  0.08
64 H 2.907 -5.610 0.016  0.07

Force components x, y, z for each atom (eV/Å):
-1.421 -0.057 -0.283
-0.482 0.336 -0.182
-0.292 -0.073 0.153
0.391 -0.197 0.191
0.023 0.062 -0.242
-0.110 -0.009 0.152
-0.009 -0.003 0.008
0.197 -0.034 -0.026
-0.207 0.052 -0.036
-0.095 -0.083 0.255
0.188 -0.016 -0.278
-0.053 0.076 0.482
0.040 0.012 -0.092
-0.097 -0.065 -0.049
-0.010 0.052 -0.027
0.036 -0.005 -0.021
0.009 0.064 0.012
0.033 -0.041 0.027
0.021 0.049 -0.038
-0.047 0.070 0.135
0.047 -0.050 -0.020
0.019 -0.018 -0.028
-0.001 -0.041 0.011
-0.014 0.074 -0.003
0.095 -0.022 -0.046
0.016 -0.024 0.069
-0.022 0.001 -0.008
-0.048 0.014 -0.025
-0.030 0.011 -0.059
-0.012 0.009 -0.028
0.080 -0.018 -0.004
-0.043 0.023 -0.032
0.059 0.013 -0.005
0.026 0.039 -0.010
-0.001 0.023 -0.001
0.018 0.032 0.000
-0.023 0.016 0.006
0.021 -0.006 -0.023
0.029 -0.043 -0.016
-0.005 -0.050 0.019
0.000 0.000 -0.039
0.336 0.155 0.032
0.031 0.207 0.172
0.149 0.058 -0.118
-0.241 0.725 -0.320
0.098 0.059 -0.016
-0.128 0.079 0.189
0.306 -0.019 -0.165
0.103 -0.185 0.480
1.187 -0.920 -0.250
0.013 0.095 0.154
-0.029 -0.460 0.130
-0.063 0.055 -0.180
0.025 -0.074 -0.005
-0.035 0.021 0.047
-0.010 -0.003 -0.025
0.004 -0.044 -0.004
0.037 -0.060 0.033
-0.098 0.011 -0.082
-0.070 -0.003 0.004
0.087 0.084 0.019
0.004 0.018 0.010
0.000 0.025 -0.029
-0.030 0.005 0.021



Molecular formula: C37H48Cl2OP4V
Method: DFT, ωB97M-V with the def2-TZVPD basis set

max |F|	7.432	eV/A
2S+1	2
DFT total energy	-4743.021462	hartree
charge	+2

Last column: Löwdin charge in e.
CARTESIAN COORDINATES (ANGSTROEM)
1 P -6.033 1.023 0.860  1.21
2 C -5.407 2.152 2.091  -0.34
3 C -6.153 3.361 1.920  -0.10
4 H -6.517 3.620 0.912  0.11
5 C -6.469 4.118 3.045  -0.05
6 H -7.164 4.945 2.935  0.12
7 C -5.907 3.810 4.297  -0.03
8 H -6.192 4.413 5.165  0.13
9 C -4.979 2.768 4.414  -0.04
10 H -4.512 2.609 5.389  0.12
11 C -4.679 1.953 3.309  -0.04
12 H -3.924 1.162 3.386  0.11
13 C -5.580 1.441 -0.839  -0.34
14 C -4.796 2.566 -1.233  -0.08
15 H -4.137 3.075 -0.521  0.10
16 C -4.870 3.034 -2.552  -0.06
17 H -4.292 3.896 -2.868  0.12
18 C -5.659 2.380 -3.503  -0.05
19 H -5.745 2.769 -4.526  0.13
20 C -6.276 1.180 -3.154  -0.07
21 H -6.832 0.628 -3.904  0.12
22 C -6.179 0.654 -1.864  -0.08
23 H -6.568 -0.344 -1.622  0.12
24 C -5.908 -0.730 1.257  -0.31
25 C -7.270 -0.896 1.640  -0.13
26 H -7.877 0.033 1.753  0.10
27 C -7.808 -2.174 1.780  -0.04
28 H -8.862 -2.262 2.014  0.12
29 C -7.014 -3.323 1.629  -0.03
30 H -7.474 -4.316 1.750  0.13
31 C -5.660 -3.162 1.322  -0.05
32 H -5.065 -4.065 1.215  0.12
33 C -5.081 -1.887 1.123  -0.06
34 H -4.005 -1.835 0.924  0.08
35 V 0.500 -0.069 -0.020  0.12
36 C 0.015 -0.578 -2.263  -0.08
37 C -1.237 -0.676 -2.747  -0.39
38 H 0.781 -0.731 -3.016  0.01
39 C -2.300 -0.575 -1.724  -0.37
40 O -3.100 -1.793 -1.603  -0.05
41 H -3.950 -1.571 -1.140  0.08
42 C -1.497 -0.282 -0.559  -0.21
43 H -3.009 0.230 -1.944  0.14
44 C -1.138 0.017 0.679  -0.39
45 Cl 2.633 -0.050 -1.014  0.07
46 Cl 1.320 0.640 2.130  0.13
47 P 0.228 2.490 -0.547  0.78
48 C 1.712 3.277 0.163  -0.28
49 H 2.595 2.936 -0.401  0.04
50 H 1.771 2.954 1.218  -0.01
51 H 1.561 4.361 0.067  0.05
52 C 0.327 2.790 -2.345  -0.26
53 H -0.636 2.531 -2.809  0.03
54 H 1.112 2.161 -2.786  0.04
55 H 0.551 3.853 -2.510  0.06
56 C -1.143 3.583 -0.015  -0.23
57 H -1.499 3.206 0.962  0.04
58 H -1.947 3.537 -0.775  0.02
59 H -0.707 4.596 0.075  0.06
60 P -1.657 -1.163 -4.399  0.89
61 C -0.071 -1.143 -5.243  -0.17
62 C -2.771 0.039 -5.149  -0.16
63 H 0.643 -1.780 -4.699  0.07
64 H 0.323 -0.115 -5.259  0.08
65 H -0.172 -1.521 -6.272  0.08
66 H -3.697 0.093 -4.553  0.05
67 H -3.000 -0.265 -6.188  0.08
68 H -2.284 1.029 -5.141  0.07
69 C -2.368 -2.822 -4.504  -0.16
70 H -1.689 -3.527 -3.994  0.08
71 H -2.485 -3.107 -5.569  0.08
72 H -3.345 -2.828 -3.991  0.06
73 H -1.751 0.765 1.144  0.06
74 C -0.887 -2.603 2.226  -0.20
75 P 0.153 -2.273 0.800  0.85
76 C -0.352 -3.483 -0.440  -0.20
77 C 1.840 -2.705 1.303  -0.40
78 C 2.735 -3.173 0.334  -0.13
79 C 4.037 -3.483 0.719  -0.06
80 C 4.443 -3.297 2.046  -0.06
81 C 3.555 -2.770 2.993  -0.06
82 C 2.250 -2.464 2.620  -0.13
83 H -0.669 -1.857 3.003  0.06
84 H -1.945 -2.535 1.929  0.04
85 H -0.620 -3.623 2.542  0.08
86 H 0.308 -3.461 -1.316  0.05
87 H -0.295 -4.467 0.045  0.07
88 H -1.383 -3.286 -0.772  0.04
89 H 2.413 -3.288 -0.703  0.09
90 H 4.732 -3.870 -0.028  0.11
91 H 5.462 -3.543 2.341  0.11
92 H 3.874 -2.584 4.020  0.12
93 H 1.573 -1.976 3.321  0.08

Force components x, y, z for each atom (eV/Å):
3.333 -0.125 -0.263
0.099 0.893 -0.083
-0.160 -0.405 0.651
-0.185 -0.130 0.688
0.355 0.202 -0.093
0.247 0.007 0.108
-0.405 0.056 -0.654
0.173 -0.323 -0.292
0.335 -0.081 -0.482
0.054 -0.071 -0.482
-0.934 -0.189 0.002
-0.597 0.118 0.064
0.531 -0.126 -0.735
-0.658 0.030 0.057
-0.547 -0.113 -0.093
0.165 -0.420 0.117
-0.016 -0.006 0.220
0.094 -0.072 0.251
-0.006 -0.131 0.537
0.158 -0.502 -0.003
0.096 -0.016 0.050
-0.116 0.606 0.380
-0.239 0.599 -0.120
-1.338 -0.311 0.208
0.372 -0.668 -0.231
0.048 -1.113 0.100
-0.055 -0.275 0.238
0.028 -0.117 0.052
-0.457 0.912 -0.017
0.414 0.573 -0.097
0.186 0.543 -0.093
0.157 0.309 0.039
-0.615 0.115 0.150
-0.463 0.203 -0.034
2.455 -0.455 -4.531
0.037 0.501 0.194
-0.279 -0.929 -0.137
0.605 0.229 0.413
-1.162 -0.220 -0.288
-0.438 0.732 0.325
1.163 -0.198 -0.638
2.144 -0.267 4.528
-0.049 0.289 0.098
-7.005 1.969 -1.511
-0.069 0.091 0.497
-0.501 -0.440 -0.794
1.169 -0.488 -0.039
-0.408 0.188 -0.185
-0.281 0.132 0.354
0.156 0.329 -0.562
0.427 -0.179 0.144
-0.012 0.232 -0.033
0.231 0.109 0.083
-0.150 0.216 0.203
-0.072 -0.247 -0.197
0.148 -0.355 0.034
0.008 0.463 -0.375
0.346 0.178 0.486
-0.599 -0.411 0.002
0.835 -0.023 -0.248
0.089 -0.091 -0.565
-0.117 0.021 -0.148
-0.308 0.132 -0.271
-0.154 -0.366 -0.046
0.046 0.169 0.297
0.264 -0.041 -0.280
0.043 0.218 0.519
-0.179 -0.411 -0.054
-0.160 -0.014 -0.035
-0.302 0.291 -0.248
0.061 0.138 0.577
0.451 -0.055 -0.252
-0.094 -0.036 1.876
-0.206 0.102 0.011
2.083 -0.362 0.245
-0.235 -0.317 -0.169
-0.215 -0.423 0.048
0.071 -0.141 0.509
0.017 0.027 0.014
-0.236 0.097 -0.041
0.093 -0.044 -0.177
0.172 -0.075 -0.283
-0.111 -0.335 -0.140
0.332 -0.099 0.207
-0.297 0.350 0.166
-0.150 0.014 0.310
-0.046 0.110 -0.268
0.290 -0.034 0.138
0.230 -0.034 0.318
-0.135 0.140 0.305
-0.259 0.058 -0.091
-0.017 -0.084 -0.351
0.225 -0.320 -0.083



Molecular formula: C24H23BClNPPd
Method: DFT, ωB97M-V with the def2-TZVPD basis set

max |F|	8.451	eV/A
2S+1	5
ΔE to the lowest compared entry with this formula, charge and spin	199.2	kJ/mol
charge	+1

Last column: Löwdin charge in e.
CARTESIAN COORDINATES (ANGSTROEM)
1 C -0.337 2.001 2.516  -0.18
2 C -0.427 2.052 1.096  -0.17
3 C -1.578 1.292 0.705  -0.22
4 H 0.309 2.505 0.421  0.12
5 C -2.175 0.787 1.904  -0.17
6 C -1.416 1.216 3.016  -0.18
7 H -1.593 1.138 4.083  0.13
8 H 0.452 2.424 3.121  0.12
9 H -1.971 1.184 -0.309  0.09
10 H -3.066 0.152 1.961  0.13
11 Pd -0.240 0.125 1.747  0.92
12 Cl -0.239 -0.856 -1.027  0.30
13 P -0.302 0.274 -2.882  0.77
14 C -2.033 0.537 -3.161  -0.37
15 C -2.424 1.642 -3.945  -0.09
16 H -1.655 2.302 -4.359  0.11
17 C -3.773 1.861 -4.199  -0.07
18 H -4.061 2.648 -4.893  0.11
19 C -4.739 0.994 -3.672  -0.06
20 H -5.781 1.084 -3.981  0.11
21 C -4.348 -0.055 -2.834  -0.08
22 H -5.093 -0.750 -2.442  0.11
23 C -3.004 -0.307 -2.589  -0.11
24 H -2.686 -1.150 -1.972  0.08
25 C 0.671 1.785 -2.918  -0.34
26 C 0.147 3.035 -2.524  -0.13
27 H -0.864 3.071 -2.112  0.10
28 C 0.888 4.208 -2.726  -0.08
29 H 0.455 5.174 -2.462  0.11
30 C 2.115 4.185 -3.401  -0.08
31 H 2.616 5.117 -3.689  0.11
32 C 2.642 2.948 -3.786  -0.07
33 H 3.567 2.909 -4.361  0.11
34 C 1.937 1.768 -3.542  -0.08
35 H 2.347 0.808 -3.857  0.10
36 C 0.502 -0.995 -3.821  -0.40
37 C 0.041 -1.091 -5.141  -0.07
38 H -0.709 -0.373 -5.491  0.11
39 C 0.579 -2.092 -5.937  -0.06
40 H 0.272 -2.135 -6.978  0.11
41 C 1.516 -2.982 -5.395  -0.06
42 H 1.978 -3.731 -6.024  0.11
43 C 1.906 -2.919 -4.058  -0.07
44 H 2.591 -3.626 -3.598  0.11
45 C 1.437 -1.887 -3.265  -0.13
46 H 1.741 -1.850 -2.218  0.07
47 B 1.502 -2.098 4.621  -0.24
48 C 1.831 -1.585 3.199  -0.16
49 N 1.946 -1.097 2.130  0.15
50 H 0.345 -2.490 4.403  0.11
51 H 1.403 -0.975 5.223  0.17
52 H 2.263 -2.905 5.202  0.07

Force components x, y, z for each atom (eV/Å):
0.105 1.904 0.740
-0.018 1.759 -0.942
-1.556 1.750 -0.564
-0.509 -0.150 0.327
-2.403 0.112 -0.306
-0.441 1.800 1.580
-0.231 -0.442 -0.308
-0.109 0.141 -0.074
0.279 -0.146 0.522
0.448 0.364 -0.116
4.590 -7.000 -1.166
0.018 -1.286 2.592
0.999 1.937 -0.526
-0.144 0.377 -0.020
-0.056 -0.106 0.081
-0.405 -0.280 0.063
-0.031 -0.304 -0.153
0.001 -0.063 0.266
0.280 -0.105 -0.082
0.252 0.134 0.282
-0.172 -0.260 -0.326
0.156 0.288 -0.071
0.281 0.225 -0.101
-0.218 0.258 -0.235
-0.476 0.080 -0.986
0.277 0.126 0.204
0.318 0.182 0.002
-0.290 -0.107 -0.332
0.056 -0.310 0.044
-0.184 -0.212 0.005
-0.190 -0.461 0.334
-0.307 -0.126 -0.056
-0.154 -0.054 0.263
0.299 -0.038 0.180
-0.023 0.330 -0.054
-0.416 -0.079 -0.126
0.536 -0.295 0.429
0.335 -0.417 -0.062
0.190 0.032 -0.015
0.171 -0.261 0.123
-0.092 0.031 -0.185
-0.182 -0.111 -0.103
0.105 0.424 -0.101
-0.050 0.004 -0.418
-0.485 -0.064 -0.198
-0.155 0.225 -0.466
1.681 -1.740 -1.070
0.378 0.030 -0.126
-0.522 -0.098 0.769
-0.542 0.838 0.764
-0.849 -0.041 0.377
-0.550 1.204 -0.664



- The highest max |F| belongs to which entry?
  C24H23BClNPPd